ORCA calculation (wB97M-V/def2-TZVPD) on a structure of composition C14H29AuNO7P2Si2.

Summary:
- LUMO (spin up / spin down): -6.49 / -6.50 eV
- Net charge: +1
- Orbital gap (spin up / spin down): 5.00 / 5.00 eV

Cartesian coordinates (Å):
1 C -0.566 0.969 -4.553
2 H 1.896 -4.005 0.897
3 H -0.854 -3.169 -0.326
4 H -2.304 -2.710 -4.310
5 H 2.349 0.250 -3.464
6 H 2.360 1.824 -2.694
7 O 2.434 -3.348 0.455
8 O 0.497 -1.780 0.743
9 Si -0.404 -2.404 -2.655
10 H -0.976 -3.798 -4.633
11 C -0.869 -0.643 -2.096
12 H -0.267 1.905 -5.011
13 C -1.222 -2.781 -4.345
14 H 4.171 -1.795 3.857
15 H 1.708 -3.710 -2.774
16 O 1.261 0.978 2.166
17 H -0.274 3.346 -2.280
18 O 3.737 0.835 1.590
19 H -0.802 -4.548 -1.421
20 H 0.678 -1.884 2.981
21 H -5.296 0.347 0.548
22 C -4.459 -0.619 -1.198
23 H -0.139 0.163 -5.138
24 H 1.870 -2.235 -3.700
25 H -5.404 -0.961 -1.593
26 C -3.173 0.498 0.463
27 O 1.549 -1.968 3.399
28 H 2.264 0.365 -1.722
29 H 1.976 -2.196 -1.942
30 C -1.157 -3.528 -1.304
31 C 1.466 -2.653 -2.784
32 H -1.646 0.895 -4.617
33 H 4.621 -1.686 2.142
34 H 3.875 -3.162 2.779
35 C -4.405 0.101 -0.004
36 C 3.889 -2.076 2.845
37 O 2.761 -0.915 -0.141
38 H -0.870 -2.126 -5.134
39 O 3.001 0.718 3.959
40 P 2.574 0.319 2.509
41 H -3.288 -1.393 -2.810
42 Au -0.284 0.395 0.890
43 C -3.291 -0.878 -1.866
44 C -2.052 -0.430 -1.353
45 H 3.703 0.413 0.711
46 H -1.731 2.465 -1.860
47 H -3.086 1.074 1.371
48 P 2.024 -1.841 0.750
49 H 2.923 1.654 4.158
50 N -2.030 0.232 -0.173
51 C 1.933 0.827 -2.646
52 H -0.348 2.452 -0.773
53 C -0.646 2.435 -1.821
54 Si 0.046 0.915 -2.743
55 H -2.241 -3.539 -1.352
56 C 2.524 -1.522 2.513